(1)
Entry from the Open Molecules 2025 dataset: a molecular structure, C24H27BrN5O5Pt (ωB97M-V/def2-TZVPD).

Positions of all 63 atoms, in Å:
Pt -0.82061 0.30331 -0.85874
O -3.58851 2.11311 2.77116
C -2.61611 2.28801 3.61146
C -2.93631 2.59041 4.96546
C -1.93961 2.83011 5.87546
C -0.59381 2.75631 5.48486
C -0.24961 2.43121 4.17256
C -1.23451 2.18711 3.22486
C -0.88801 1.79301 1.85326
O -1.76111 1.53641 0.97656
N 0.42139 1.74011 1.60296
N 0.79589 1.27971 0.46036
C 1.99279 1.34391 -0.00944
C 2.28859 0.69381 -1.25744
C 3.59929 0.62091 -1.74044
C 3.84509 -0.05069 -2.92534
C 2.78009 -0.63249 -3.60114
C 1.50119 -0.50879 -3.06434
N 1.26469 0.13621 -1.93474
H -3.26261 1.88971 1.86226
H -3.98161 2.63241 5.23346
H -2.18831 3.08391 6.89556
H 0.18669 2.95981 6.20266
H 0.78849 2.35801 3.88266
H 2.77919 1.85041 0.54126
H 4.39599 1.08591 -1.18014
H 4.85219 -0.12839 -3.30744
H 2.93129 -1.16399 -4.52874
H 0.64839 -0.95659 -3.55394
O -0.74861 -3.01379 1.98086
C -0.33261 -2.54229 0.94796
O -0.76431 -1.63849 0.20546
C 1.02789 -3.20999 0.44646
N 1.16889 -4.53399 1.09726
C 2.59869 -4.72099 1.52356
C 3.31929 -3.45439 1.05336
C 2.20109 -2.41329 1.00646
H 1.05319 -3.28409 -0.64064
H 0.85699 -5.30789 0.50596
H 0.51489 -4.48769 1.91346
H 3.01249 -5.62309 1.07256
H 2.64009 -4.82439 2.60816
H 3.75429 -3.59089 0.06256
H 4.11339 -3.16579 1.73726
H 2.43979 -1.54679 0.39446
H 1.96309 -2.07349 2.01726
Br -5.31721 2.72371 -3.62254
C -3.45171 2.86891 -3.22994
C -2.66201 3.86661 -3.79794
C -1.31531 3.90311 -3.47684
C -0.79661 2.94021 -2.62474
N -1.56001 1.98601 -2.09374
C -2.85911 1.94691 -2.36664
H -3.09491 4.59161 -4.47004
H -0.67371 4.66651 -3.88644
H 0.25109 2.93861 -2.35974
H -3.45051 1.17541 -1.88554
C -2.13281 -2.54859 -2.48754
O -1.77861 -1.17099 -2.64254
H -1.86161 -3.10639 -3.38694
H -3.19771 -2.66959 -2.28734
H -1.57941 -2.93079 -1.63494
H -2.34861 -0.81299 -3.33384

energy relative to the best compared isomer or geometry (same formula, charge and spin) = 150.31 kJ/mol
total charge = +3
HOMO-LUMO gap (spin up / spin down) = 3.627 / 3.633 eV
strongest force on any atom = 4.03 eV/Å

***

(2)
Entry from the Open Molecules 2025 dataset: a molecular structure, C24H27Cl3N4O8P2SiSn (ωB97M-V/def2-TZVPD).

Positions of all 70 atoms, in Å:
Sn 0.40948 0.57524 -0.27038
O 2.74717 0.88567 -0.91108
C 3.65454 0.05667 -1.31575
C 4.77064 0.53425 -2.04771
C 5.72645 -0.31770 -2.54109
C 5.64985 -1.69732 -2.32045
C 4.60299 -2.18163 -1.56920
C 3.60737 -1.34139 -1.05331
C 2.66808 -1.91544 -0.12654
N 1.70571 -1.28275 0.42829
N 1.05091 -1.93898 1.45965
C 0.31032 -1.09121 2.13434
O 0.24096 0.17868 1.92494
C -0.56034 -1.64967 3.20706
C -1.19175 -0.78517 4.09424
C -2.04926 -1.28246 5.06243
C -2.29017 -2.64598 5.14428
C -1.66761 -3.51135 4.25326
C -0.80503 -3.01775 3.29023
H 4.82037 1.59970 -2.23294
H 6.55000 0.09024 -3.11802
H 6.40069 -2.36626 -2.72194
H 4.53568 -3.24310 -1.35071
H 2.85476 -2.93998 0.20468
H -1.01139 0.27679 3.99411
H -2.54244 -0.60180 5.74598
H -2.97367 -3.03390 5.89080
H -1.87218 -4.57453 4.29713
H -0.33141 -3.67188 2.57139
N -0.28541 4.24838 -2.85726
C -0.20719 4.51498 -1.37740
C -0.40078 6.00175 -1.15427
P 1.42944 3.90347 -0.70659
O 1.84118 2.99528 -1.96544
O 2.34710 5.05739 -0.53969
O 1.09403 3.00663 0.46550
P -1.63753 3.52068 -0.75095
O -1.50209 3.71104 0.82524
O -2.87589 4.16112 -1.26917
O -1.32843 2.09737 -1.15080
H 0.40386 4.78777 -3.37582
H -1.23642 4.45316 -3.17550
H -0.10459 3.24670 -3.02625
H 0.36973 6.57653 -1.67507
H -0.28383 6.20898 -0.09144
H -1.40231 6.31199 -1.46086
H 2.37877 2.18589 -1.75499
H -0.57611 3.41411 1.05549
Cl 2.22764 0.54352 -4.31760
Si 0.50819 -0.06238 -3.16694
Cl 0.15809 -1.96477 -4.09112
Cl -0.95797 1.10867 -4.29216
C -2.70961 0.32109 1.39372
C -2.77931 -1.12517 1.03536
C -3.73049 -1.93420 1.62698
C -3.86714 -3.27772 1.30050
C -3.03120 -3.84078 0.34318
C -2.05961 -3.08691 -0.27880
C -1.13508 -3.70679 -1.27673
C -1.88559 -1.67757 0.04707
N -0.89165 -1.06566 -0.55921
H -3.49007 0.57483 2.11239
H -2.82726 0.93973 0.50474
H -1.74502 0.57943 1.83155
H -4.38907 -1.50058 2.37171
H -4.61895 -3.88380 1.79307
H -3.12796 -4.89382 0.09589
H -1.21060 -4.79629 -1.24591
H -0.10971 -3.39883 -1.07949
H -1.36184 -3.36218 -2.28655

energy relative to the best compared isomer or geometry (same formula, charge and spin) = 332.11 kJ/mol
total charge = -2
HOMO-LUMO gap (spin up / spin down) = 6.718 / 5.062 eV
strongest force on any atom = 0.84 eV/Å

***

(3)
Entry from the Open Molecules 2025 dataset: C24H27ClN4O4 in the gas phase (ωB97M-V/def2-TZVPD).

Positions of all 60 atoms, in Å:
C -2.02008 0.12578 -3.76170
C -2.62455 1.45607 -3.33064
C -2.96921 1.49157 -1.83438
C -1.71520 1.44358 -1.01050
N -0.98577 2.50016 -1.04270
C 0.19988 2.52505 -0.36955
C 0.99046 3.68157 -0.38486
C 2.20028 3.69802 0.26163
C 2.67742 2.56596 0.94629
N 3.91580 2.62876 1.57224
C 4.82163 1.60356 1.81694
O 5.69501 1.73727 2.64856
N 4.68835 0.52468 1.01575
C 5.41092 -0.70176 1.22598
C 4.45052 -1.86598 1.49746
C 3.51778 -2.12241 0.33041
O 3.16249 -1.29009 -0.46754
O 3.15022 -3.39919 0.29972
C 2.17951 -3.79435 -0.67387
C 0.78704 -3.80027 -0.06200
C 1.87714 1.43582 1.01153
C 0.65136 1.40805 0.35138
C -0.19043 0.22573 0.41896
O 0.08231 -0.78348 1.04779
N -1.38374 0.31244 -0.30358
C -2.26556 -0.84120 -0.22465
C -3.54701 -0.55568 0.51257
C -4.72873 -1.17930 0.13053
C -5.90799 -0.94225 0.81213
C -5.90681 -0.06725 1.88658
Cl -7.37845 0.24182 2.73812
C -4.73781 0.56081 2.28532
C -3.56439 0.31058 1.59881
H -2.72237 -0.69000 -3.59778
H -1.77543 0.15020 -4.82090
H -1.10539 -0.08008 -3.20936
H -3.53550 1.64266 -3.90221
H -1.91983 2.26187 -3.53841
H -3.66087 0.69078 -1.58656
H -3.45572 2.44427 -1.61915
H 0.62864 4.54521 -0.91938
H 2.81056 4.58961 0.24484
H 4.21131 3.52833 1.92318
H 3.97429 0.48879 0.30192
H 6.07405 -0.54623 2.08037
H 6.01668 -0.92704 0.34082
H 4.99962 -2.78113 1.71656
H 3.82504 -1.63218 2.36313
H 2.22725 -3.10018 -1.51909
H 2.47729 -4.79480 -0.99702
H 0.73898 -4.51373 0.75665
H 0.05650 -4.07546 -0.81785
H 0.55280 -2.81100 0.32525
H 2.16574 0.56643 1.58040
H -2.46738 -1.22925 -1.22549
H -1.69866 -1.60005 0.33038
H -4.72930 -1.86127 -0.70769
H -6.82232 -1.42907 0.51208
H -4.74623 1.23574 3.12636
H -2.65213 0.79350 1.91619

energy relative to the best compared isomer or geometry (same formula, charge and spin) = 33.83 kJ/mol
total charge = 0
HOMO-LUMO gap = 8.463 eV
strongest force on any atom = 0.85 eV/Å
SMILES = CCCc1nc2ccc(NC(=O)NCCC(=O)OCC)cc2c(=O)n1Cc1ccc(Cl)cc1

***

(4)
Entry from the Open Molecules 2025 dataset: C24H27F3N2O3 in the gas phase (ωB97M-V/def2-TZVPD).

Positions of all 59 atoms, in Å:
C 6.23978 -4.10293 2.36247
O 5.72850 -2.81189 2.14392
C 5.05573 -2.57052 0.98001
C 4.86344 -3.49680 -0.03777
C 4.14828 -3.14123 -1.16678
C 3.61738 -1.86961 -1.31552
C 2.75092 -1.53856 -2.49749
C 1.33305 -2.09389 -2.26663
N 0.77510 -1.65122 -1.00512
C 0.33708 -0.27302 -0.97514
C -0.40420 0.10773 0.30072
C -0.48378 1.62644 0.38960
O 0.43124 2.35379 0.06951
N -1.63608 2.09475 0.92536
C -1.91410 3.50733 1.00152
C -2.81070 3.99096 -0.15422
C -4.21228 3.46675 -0.02420
C -5.01268 3.97297 0.99741
C -6.30179 3.52137 1.20134
C -6.82964 2.54157 0.37681
C -6.06209 2.02878 -0.65051
C -4.76271 2.48500 -0.85217
C -3.97705 1.90417 -1.99645
F -3.56721 2.83120 -2.88012
F -4.67247 1.00425 -2.70499
F -2.86303 1.25600 -1.58962
C 0.38647 -0.43377 1.49209
C 0.40344 -1.94965 1.40392
C 0.85359 -2.48507 0.05522
O 1.22527 -3.64040 -0.05364
C 3.83082 -0.94383 -0.30115
C 4.53959 -1.28439 0.83150
H 5.44516 -4.85609 2.35728
H 6.70290 -4.07449 3.34792
H 6.99652 -4.36844 1.61645
H 5.25166 -4.49983 0.04049
H 3.99281 -3.87747 -1.94153
H 2.70749 -0.45823 -2.64474
H 3.15007 -1.99300 -3.40585
H 1.37586 -3.18414 -2.22286
H 0.66835 -1.78652 -3.07963
H -0.31615 -0.10488 -1.84006
H 1.19778 0.40029 -1.07076
H -1.40886 -0.32439 0.29990
H -2.40281 1.45983 1.07898
H -2.38129 3.73025 1.96457
H -0.94802 4.01280 0.93758
H -2.84176 5.08166 -0.12170
H -2.34385 3.69740 -1.09201
H -4.60950 4.74498 1.63589
H -6.89752 3.93619 2.00013
H -7.83569 2.18285 0.52612
H -6.46978 1.27291 -1.30352
H 1.40407 -0.04216 1.45254
H -0.06599 -0.11320 2.43340
H 1.07063 -2.38019 2.15229
H -0.59642 -2.35268 1.59152
H 3.44225 0.06047 -0.39616
H 4.70223 -0.57023 1.62389

total charge = 0
HOMO-LUMO gap = 8.602 eV
strongest force on any atom = 0.65 eV/Å
SMILES = COc1ccc(CCN2C[C@H](C(=O)NCCc3ccccc3C(F)(F)F)CCC2=O)cc1

***

(5)
Entry from the Open Molecules 2025 dataset: 9 unconnected molecules or ions with the total composition C24H27F6N3O18 (ωB97M-V/def2-TZVPD).

Positions of all 78 atoms, in Å:
O -6.76415 -3.26827 1.97159
C -6.34006 -2.42394 1.26087
O -5.08289 -1.93758 1.29664
C -4.96320 -0.92776 0.30447
C -6.13839 -1.23906 -0.62666
F -5.75336 -2.20589 -1.51889
O -7.04809 -1.78398 0.30275
H -5.01105 0.08437 0.70853
H -4.00508 -1.01074 -0.20923
H -6.63417 -0.40470 -1.11408
O -1.66657 -0.94536 -1.77683
C -0.56514 -0.51740 -1.71772
O 0.37965 -1.00906 -0.90903
C 1.55948 -0.23145 -0.98162
C 1.34040 0.44797 -2.34286
F 1.87327 -0.32022 -3.36459
O -0.04874 0.51054 -2.44733
H 1.72434 0.58039 -0.27489
H 2.40116 -0.91852 -0.98785
H 1.89981 1.37546 -2.41780
O 3.17890 -2.60489 0.52095
C 3.23379 -2.08045 1.57928
O 4.35329 -1.48261 2.08466
C 4.09854 -1.14979 3.42558
C 2.61218 -1.13068 3.53626
F 2.04806 0.11145 3.35751
O 2.20061 -1.92869 2.43897
H 4.49045 -1.90055 4.11625
H 4.47938 -0.17222 3.72314
H 2.21401 -1.50100 4.48034
O -3.74466 1.87239 1.57669
C -2.57703 1.67928 1.64500
O -1.97097 0.46458 1.72735
C -0.60927 0.65305 2.00945
C -0.35169 2.04881 1.45704
F -0.12843 1.91448 0.11038
O -1.64201 2.63771 1.56523
H -0.42666 0.52742 3.08031
H 0.08460 -0.04526 1.54084
H 0.45296 2.60324 1.93176
O -0.20550 -3.52096 4.09651
C -0.45958 -3.56198 2.93530
O 0.04253 -4.41541 2.05750
C -0.36298 -4.02633 0.73557
C -1.63124 -3.27443 1.03851
F -2.74819 -4.05725 1.10964
O -1.37566 -2.73659 2.32045
H 0.38607 -3.44016 0.20548
H -0.55914 -4.90318 0.12032
H -1.86300 -2.45905 0.35003
O 3.02060 2.19460 0.99827
C 3.74316 2.94857 1.55077
O 4.92443 3.33202 1.08831
C 5.54825 4.21597 2.04294
C 4.59777 4.15221 3.24706
F 4.28293 5.41845 3.63857
O 3.44818 3.50962 2.75533
H 6.54939 3.84460 2.24978
H 5.62766 5.19129 1.56834
H 5.05681 3.64287 4.09391
C -3.20362 0.44546 -4.14574
C -3.90545 1.08431 -3.04153
N -4.41492 1.54294 -2.11962
H -3.40820 -0.62523 -4.10008
H -2.13097 0.57012 -4.24144
H -3.70635 0.78309 -5.05688
C 3.71363 5.25146 -3.64978
C 2.75640 4.13911 -3.61772
N 2.02972 3.26096 -3.54688
H 3.86846 5.53153 -4.69218
H 4.68519 4.95161 -3.26655
H 3.26167 6.07352 -3.10026
C -1.57937 -3.01963 -4.48734
C -2.20831 -3.66794 -3.34965
N -2.66951 -4.17635 -2.43242
H -1.49949 -1.94837 -4.32140
H -2.15714 -3.15578 -5.40357
H -0.60751 -3.46676 -4.69203

energy relative to the best compared isomer or geometry (same formula, charge and spin) = 0.00 kJ/mol
total charge = 0
HOMO-LUMO gap = 9.937 eV
strongest force on any atom = 2.00 eV/Å
SMILES = O=C1OC[C@@H](F)O1.O=C1OC[C@@H](F)O1.O=C1OC[C@@H](F)O1.O=C1OC[C@@H](F)O1.O=C1OC[C@@H](F)O1.O=C1OC[C@@H](F)O1.CC#N.CC#N.CC#N

***

(6)
Entry from the Open Molecules 2025 dataset: 2 unconnected molecules or ions with the total composition C24H27FN5O4 (ωB97M-V/def2-TZVPD).

Positions of all 61 atoms, in Å:
O -0.10262 -6.50362 -2.11890
O -0.77948 -0.54014 -0.53743
O 3.36003 -3.67248 -2.76525
O -2.40431 -2.00077 -0.09069
F 5.47129 3.71026 2.34327
N -2.64738 0.99929 1.56121
C -0.45860 -5.91056 -3.12720
C -1.42978 -1.58494 -0.76059
C 2.37640 -4.37085 -2.52596
C -3.54366 0.43823 2.33717
C 3.04378 6.42825 2.63484
C 4.19768 5.66360 2.82389
C 2.04290 5.97108 1.77258
C 3.34220 3.99537 1.30477
C -4.24481 1.13027 3.31573
C -1.77997 5.02339 1.88320
C 4.35117 4.44552 2.15887
C 2.18480 4.74817 1.10230
C -1.11357 4.22687 0.93687
C -1.42956 2.86199 0.86379
C -4.00948 2.49836 3.47545
C -2.74590 4.46657 2.73384
C -2.38572 2.29728 1.70027
C -3.05486 3.10122 2.64863
N -3.72612 -0.88054 2.10628
N 2.50246 -5.60755 -2.03215
N 1.22595 4.22788 0.23729
N 0.01731 -4.73215 -3.53316
C -1.51110 -6.52597 -4.01746
C 3.76265 -6.26047 -1.68258
C -0.10364 4.80744 -0.01808
C -0.97837 -2.43407 -1.94998
C 0.32243 -3.17952 -1.61551
C 0.97021 -3.82268 -2.85313
H 2.92203 7.37151 3.15837
H 4.98116 6.00593 3.49069
H 1.15494 6.57625 1.64537
H 3.46549 3.04612 0.79579
H -4.97282 0.60035 3.91557
H -1.55021 6.08133 1.95986
H -0.95271 2.19346 0.15124
H -4.55251 3.07143 4.22044
H -3.25271 5.09738 3.45769
H -3.52763 -1.46630 2.90053
H -3.19897 -1.15491 1.25413
H 1.63694 -6.11050 -1.85915
H 1.30859 3.22822 0.04345
H -0.39946 -4.36447 -4.37049
H -2.37404 -5.86309 -4.05241
H -1.10383 -6.66825 -5.01611
H -1.80828 -7.48636 -3.59883
H 3.88797 -6.24813 -0.59937
H 4.60314 -5.73536 -2.14128
H 3.75295 -7.29221 -2.03475
H -0.40656 4.55811 -1.04045
H -0.08976 5.89864 0.04191
H -0.80761 -1.78541 -2.81349
H -1.75574 -3.15405 -2.21918
H 1.03741 -2.47071 -1.19532
H 0.11955 -3.94433 -0.86418
H 1.16030 -2.99939 -3.54222

total charge = -1
HOMO-LUMO gap = 7.398 eV
strongest force on any atom = 2.72 eV/Å

***

(7)
Entry from the Open Molecules 2025 dataset: a molecular structure, C24H27HgNOSi (ωB97M-V/def2-TZVPD).

Positions of all 55 atoms, in Å:
C -2.37682 -1.58459 -0.92682
C -1.54146 -1.34868 -2.07522
C -0.48494 -2.31247 -2.03219
H -1.67768 -0.56745 -2.81609
C -0.64351 -3.10966 -0.86597
C -1.81016 -2.67894 -0.19672
H -2.12381 -3.11264 0.75457
H -3.23448 -0.99682 -0.62959
H 0.32130 -2.40891 -2.75484
H 0.04547 -3.86305 -0.48600
Hg 2.25580 -1.01444 1.48949
C 2.80713 2.60118 -0.45850
H 3.61620 1.87095 -0.56629
H 2.88868 3.13727 0.49698
H 2.86792 3.35281 -1.27951
Si 1.09385 1.83216 -0.59117
C -0.38504 3.00838 -0.58348
C -1.56483 2.38885 -1.04969
H -1.48613 1.44808 -1.60726
C -2.82785 2.92529 -0.76667
H -3.73633 2.41866 -1.11288
C -2.90263 4.08758 0.02011
H -3.87499 4.49103 0.28517
C -1.73754 4.67782 0.54102
H -1.80977 5.52114 1.24120
C -0.46950 4.14916 0.23657
H 0.46392 4.56718 0.62809
C 1.16138 1.18705 -2.34352
C 0.42239 1.79310 -3.36254
H -0.25122 2.62937 -3.15512
C 0.53759 1.32535 -4.67163
H -0.07213 1.78606 -5.46462
C 1.41642 0.26749 -4.95056
H 1.53809 -0.07925 -5.97537
C 2.24136 -0.28404 -3.94842
H 2.97065 -1.07557 -4.17127
C 2.09664 0.19279 -2.65443
H 2.75881 -0.22016 -1.88821
H 2.58353 0.12129 0.27986
H 0.34632 0.88024 0.26953
O -0.56261 -0.12330 2.81067
C 0.19355 -0.60369 3.93360
C 0.24274 -2.08115 3.83192
C -0.17733 -2.81467 4.93660
C -0.25471 -4.19001 4.78618
C 0.04892 -4.72775 3.52789
C 0.52644 -3.89959 2.50626
N 0.75576 -2.59315 2.71011
H -0.84902 0.79191 2.97743
H 1.24584 -0.26309 3.91874
H -0.32603 -0.35765 4.86554
H -0.36675 -2.24973 5.85176
H -0.55794 -4.80901 5.63742
H -0.07331 -5.79221 3.33661
H 0.73183 -4.29055 1.51129

energy relative to the best compared isomer or geometry (same formula, charge and spin) = 55.16 kJ/mol
total charge = 0
HOMO-LUMO gap (spin up / spin down) = 7.935 / 3.949 eV
strongest force on any atom = 3.42 eV/Å